Record 1
DFT (ωB97M-V/def2-TZVPD) results for a cluster of 3 separate species, C53H68ClN2O5 in total at a distorted geometry.

```
! RIJCOSX wB97M-V def2-TZVPD def2/J DEFGRID3
* xyz 1 1
C -4.778 -1.940 -5.396
H 5.355 2.744 0.640
H 2.041 -3.358 2.950
C -6.436 -3.626 1.425
C -5.738 -4.767 3.421
H 2.483 -2.425 -1.648
H -10.062 -3.743 -1.891
H 7.638 4.566 -0.270
H 0.828 2.263 3.548
H -2.156 -1.972 3.608
H 0.309 -2.679 3.436
H 1.653 -2.682 1.062
H -1.908 -1.389 0.722
H -0.628 3.869 1.470
H 4.044 -3.880 2.095
H 5.965 5.226 4.544
H -2.170 -3.911 -6.272
H 8.172 2.318 -0.374
C -5.321 3.927 -7.323
H 5.596 -0.184 0.815
H 6.176 5.856 1.787
H 7.550 1.686 1.120
C -5.529 -3.790 2.464
O -6.325 0.382 -5.346
H 2.801 -0.021 -2.247
H 7.851 5.419 1.798
H -0.439 0.327 0.644
C 4.388 0.427 -0.937
H -0.935 0.744 3.623
H 3.385 -2.149 -0.186
C -0.350 3.649 2.489
C -0.746 1.127 2.624
C 6.209 3.004 0.032
H 4.709 1.169 -1.653
C -9.059 -2.032 -2.707
N -0.051 -1.762 3.181
C -2.787 -3.026 -6.197
C -4.092 3.994 -7.971
C -7.065 -1.330 -1.565
H 0.379 4.380 2.791
C 7.479 3.862 5.250
C 3.564 -0.589 -1.722
C 6.910 4.828 4.205
C 0.276 2.272 2.619
H 5.937 3.718 6.744
H 1.764 0.449 3.107
C 6.941 4.113 6.654
C -7.221 -2.368 -0.656
C -2.733 0.539 -7.391
O -9.468 -5.080 0.128
H -1.691 1.533 2.304
H -5.980 4.785 -7.324
N 4.063 -2.964 2.520
H 4.284 -1.204 4.690
H -2.297 2.941 -8.487
H 4.070 -2.274 1.780
H -5.032 -4.890 4.232
H 0.972 2.157 1.794
C -5.704 2.767 -6.674
H 4.173 -1.070 -2.473
H 0.763 -1.026 -1.106
C 2.594 -1.371 3.733
C -7.759 -5.439 2.306
C -1.482 -1.986 2.766
C 1.514 -1.065 -0.329
C -3.184 -0.719 -6.732
C 6.936 0.638 -0.660
C 0.643 -1.045 2.075
H -2.613 -0.416 2.002
H -0.086 -1.175 4.012
C -0.436 -0.027 1.662
H -3.793 4.904 -8.472
C -9.225 -3.066 -1.801
C -7.551 -4.462 1.341
H 7.645 5.609 4.057
C -6.214 -2.548 0.421
C 5.662 -0.127 -0.266
H 2.021 -1.343 4.661
H 6.966 5.170 6.878
C 6.681 4.079 2.875
H 8.559 3.856 5.231
C 1.958 -0.511 2.646
H 5.806 -1.145 -0.627
H -7.861 -0.345 -3.288
C -5.281 0.425 -5.964
H 5.855 2.988 -0.995
O 3.806 -0.717 4.004
H 6.926 0.829 -1.727
C 6.701 4.443 0.257
C 2.786 -1.659 -0.946
H 2.707 -0.329 1.891
O -1.660 0.594 -7.954
Cl -1.725 3.849 3.604
C 6.850 5.014 1.699
H 5.971 5.062 -0.247
C -4.390 -0.766 -6.031
C 7.278 1.927 0.099
C -8.527 -4.324 0.222
C 0.946 -1.892 0.852
H 7.753 -0.042 -0.449
H -1.580 -2.978 2.350
H -9.772 -1.902 -3.511
C -1.725 -0.930 1.679
H 7.540 3.574 7.378
C -3.251 2.895 -7.981
H -4.285 -3.981 -4.990
H 1.715 -0.044 -0.042
H -6.225 -0.655 -1.471
H 0.069 -2.392 0.463
H -7.026 -6.346 4.098
C -4.862 1.662 -6.677
H -8.629 -6.077 2.242
O -5.233 -1.830 0.483
C -3.635 1.723 -7.343
H -1.462 -1.818 -7.372
H 5.692 3.643 2.923
C 2.896 -2.826 3.382
H 7.165 2.878 4.948
C -2.388 -1.854 -6.817
C -8.314 -3.233 -0.767
H 3.119 -3.340 4.312
H -4.662 -3.145 2.521
C -3.979 -3.066 -5.480
H -5.708 -1.969 -4.844
H 3.783 0.942 -0.198
H 7.452 3.326 2.811
C -6.858 -5.588 3.345
C -7.984 -1.158 -2.585
H -6.657 2.714 -6.168
*
```

Calculated values
- Electronic energy: -3006.0700 Eh
- HOMO-LUMO gap: 8.460 eV

Record 2
DFT (ωB97M-V/def2-TZVPD) results for a cluster of 11 separate species, C53H68N8O9 in total at a distorted geometry.

```
! RIJCOSX wB97M-V def2-TZVPD def2/J DEFGRID3
* xyz 0 1
C 10.693 11.840 20.060
C 12.077 19.849 13.089
C 13.165 15.702 15.266
H 13.056 16.024 14.208
C 12.357 10.258 19.723
C 11.444 17.994 11.227
C 13.447 17.664 21.047
C 9.457 16.608 17.374
H 15.495 12.756 10.184
H 9.632 11.987 20.078
C 19.854 12.245 15.319
C 17.092 19.215 14.417
C 13.470 14.103 17.027
C 14.335 8.072 16.365
O 16.394 9.256 16.069
H 14.007 16.868 10.548
O 14.596 8.979 17.429
H 9.153 13.213 12.272
H 15.910 7.574 14.961
C 14.397 15.919 10.993
C 11.766 19.303 10.762
C 12.901 8.247 15.870
H 18.155 18.101 12.256
H 12.689 9.237 19.541
H 10.492 18.099 22.387
H 12.974 22.817 16.055
C 12.860 15.709 22.192
C 18.339 17.478 13.174
H 19.271 11.824 13.316
C 11.076 14.090 11.848
H 12.726 9.168 15.357
H 16.347 16.989 15.799
H 14.954 8.998 14.557
H 8.079 16.635 15.756
H 11.562 14.459 9.927
C 9.001 15.550 19.248
C 13.007 12.500 20.174
H 13.130 14.992 18.990
H 11.094 17.599 18.174
H 12.331 21.283 11.534
H 9.933 15.081 10.292
H 19.355 17.764 13.512
C 8.656 17.375 16.339
H 15.600 18.841 15.871
C 15.398 8.434 15.354
N 11.462 17.579 12.449
H 17.313 15.874 14.797
C 13.799 16.374 21.419
H 11.024 17.300 10.501
O 8.546 14.820 20.065
H 13.650 13.626 14.961
H 12.421 19.928 19.900
N 15.491 13.574 12.077
H 18.370 17.961 16.831
H 17.882 19.449 15.139
H 20.945 12.132 15.034
C 12.516 20.633 19.109
H 12.489 23.916 18.267
H 13.708 13.312 20.357
H 15.635 20.463 15.367
O 12.449 11.497 13.500
H 11.581 18.167 14.441
H 11.676 15.011 12.139
C 11.396 17.573 22.024
O 8.546 15.717 18.015
C 15.269 14.663 12.818
H 19.276 16.202 11.679
H 13.363 19.134 17.831
C 13.398 11.241 19.826
N 11.051 10.526 19.748
H 14.411 7.008 16.667
H 12.385 8.377 16.827
C 15.772 9.545 17.223
N 19.647 12.613 16.579
C 12.563 22.810 18.215
H 11.413 13.782 20.708
C 18.888 12.130 14.291
C 10.025 17.393 18.498
H 14.450 11.010 19.660
H 14.609 16.701 12.986
H 12.576 7.365 15.284
C 14.678 15.860 12.343
C 18.390 17.020 16.256
H 18.244 12.973 18.035
H 12.038 22.281 20.257
C 13.007 16.689 16.233
C 18.597 16.122 12.535
H 17.229 19.744 13.463
C 18.351 12.722 16.951
C 11.772 12.351 13.058
O 10.634 12.760 13.709
C 12.298 21.969 19.270
H 18.998 15.376 13.233
O 9.978 16.416 19.538
H 9.313 18.060 15.739
H 14.865 19.274 14.316
H 10.814 15.648 22.967
H 10.221 16.033 16.844
C 14.626 14.781 10.195
C 15.277 13.664 10.751
O 11.994 12.974 11.926
C 11.645 12.815 20.316
H 17.767 15.681 11.995
H 12.889 17.725 15.954
C 17.573 12.214 14.690
N 12.297 18.276 21.333
C 10.642 14.290 10.420
H 18.386 16.212 16.971
O 16.239 10.207 18.105
H 15.648 14.605 13.801
C 11.604 16.251 22.487
C 13.020 20.168 17.916
H 16.215 12.580 16.260
H 19.377 17.070 15.789
C 13.178 15.135 17.935
H 14.828 16.106 21.197
C 12.888 22.218 16.977
H 10.183 13.407 10.012
C 9.957 13.675 12.810
C 11.779 18.523 13.397
C 12.112 20.237 11.742
C 15.729 19.468 14.959
N 12.897 16.406 17.541
H 12.235 20.459 13.923
H 9.358 18.214 18.823
H 16.738 12.038 14.027
H 11.697 19.604 9.730
N 17.210 17.716 14.110
H 14.431 14.860 9.109
C 17.277 12.530 16.058
N 13.112 20.952 16.835
H 14.054 18.265 20.342
C 13.390 14.402 15.681
H 13.056 14.726 22.548
C 17.283 16.868 15.280
H 13.622 13.118 17.472
H 8.016 18.059 16.867
H 9.605 14.478 13.443
*
```

Calculated values
- SMILES: C[C@H]1COC(=O)O1.C[C@H]1COC(=O)O1.C[C@H]1COC(=O)O1.CCN(CC)CC.c1ccncc1.c1ccncc1.c1ccncc1.c1ccncc1.c1ccncc1.c1ccncc1.c1ccncc1
- Electronic energy: -3175.4951 Eh
- HOMO-LUMO gap: 8.668 eV

| no. | E_HOMO (eV) |
| --- | --- |
| 1 | -11.3 |
| 2 | -8.3 |